{"formula": "C3H9NO2", "method": "ωB97M-V/def2-TZVPD", "species": ["C", "C", "O", "O", "H", "H", "H", "C", "N", "H", "H", "H", "H", "H", "H"], "coordinates": [[2.6797, -1.0951, -0.6093], [1.1995, -0.8936, -0.7449], [0.8334, 0.3556, -0.4210], [0.4296, -1.7658, -1.0708], [2.9060, -1.5679, 0.3518], [3.1817, -0.1535, -0.8430], [3.0916, -1.8374, -1.3014], [-2.1848, 1.4695, 0.4439], [-1.5927, 0.2236, 0.9468], [-2.0635, -0.6273, 0.6902], [-0.1351, 0.2018, -0.2718], [-1.3710, 0.2748, 1.9288], [-3.2365, 1.3351, 0.1699], [-1.6172, 1.7964, -0.4369], [-2.1208, 2.2836, 1.1678]], "lowdin_charge": [0.00, -0.60, 0.06, 0.08, 0.09, 0.08, 0.08, -0.16, -0.07, 0.08, 0.06, 0.08, 0.07, 0.07, 0.07], "orbital_gap_ev": 10.58, "homo_ev": -9.666, "max_force_ev_per_a": 1.13, "smiles": "CC(=O)O.CN", "multiplicity": 1, "e_lumo_ev": 0.917}